[1]
# C35H22BBrF4N7O7PRe

C35H22BBrF4N7O7PRe as an isolated structure at a distorted geometry (ωB97M-V/def2-TZVPD, the Open Molecules 2025 dataset).

**Orbital gap (spin up / spin down)**: 5.37 / 5.29 eV
**Multiplicity**: 4
**Charge**: +2
**E_LUMO (spin up / spin down)**: -8.849 / -8.943 eV

Positions of all 79 atoms, in Å:
Re 0.3694 1.8618 -0.4363
Br -0.8076 2.8455 -2.4361
P -1.5383 0.2327 -0.5107
F -4.3485 -0.8195 -1.2410
F -3.0552 3.7083 -4.0116
F -6.2058 0.3137 -2.7070
F -5.6229 2.5396 -4.3351
O -0.5587 3.1464 0.6739
O -0.1929 -1.5456 3.8717
O 0.4934 4.0219 6.5294
O 0.2470 4.9910 1.6060
O 1.3238 1.2447 1.1733
O 0.3556 1.8580 7.2205
O 0.8442 -1.2098 1.9244
N 0.1751 3.7738 1.6763
N 2.8842 -1.1997 -1.7385
N 0.3574 -0.7846 3.0503
N 5.0568 -7.5221 -0.3072
N 1.5750 3.4406 -0.6694
N 1.6879 0.6923 -1.4985
N 0.5451 2.7737 6.3866
C 4.5337 -4.5263 -2.1596
C -3.7734 1.1353 2.7124
C 3.3476 -2.5065 -1.4653
C -2.6637 -1.1989 1.6564
C 0.5933 0.5823 3.3645
C -0.7583 -2.4595 -0.6252
C -1.0303 -3.7752 -2.6314
C 0.7844 1.5367 2.3625
C 4.1339 -3.2055 -2.3718
C 2.2492 -0.3753 -0.8668
C 2.3384 4.2643 -0.9820
C 0.6005 2.9115 2.7037
C 2.7902 -0.5607 -3.0175
C -0.6457 -3.6769 -1.2799
C -3.9661 -0.0992 3.3783
C 3.4260 -4.4392 -0.0078
C -4.1082 0.3951 -1.7511
C 0.6794 2.3106 5.0072
C -2.5694 2.0433 -2.4340
C -2.8581 0.9848 -1.5238
C -4.7598 2.0640 -3.3694
C 4.2924 -5.1065 -0.9123
C -2.4532 0.0421 1.0473
C 0.6739 3.2822 4.0650
C 4.6679 -6.4598 -0.6343
C -3.3541 -1.2390 2.8852
C 0.6256 0.9658 4.7243
C -3.0838 1.1883 1.5415
C 3.0173 -3.1418 -0.2815
C -1.4401 -2.6447 -3.3595
C -5.0636 0.9588 -2.5842
C -1.2812 -1.3612 -1.3106
C -1.4959 -1.4083 -2.7078
C -3.4800 2.5959 -3.3150
C 2.0879 0.5741 -2.8555
B 3.3124 5.2882 -1.4986
H 3.0989 -4.8918 0.9026
H -0.4116 -2.3290 0.4102
H 0.5324 0.1670 5.4331
H -3.4944 -2.1657 3.3974
H 2.4236 -2.5975 0.4676
H 2.9578 6.4012 -1.0895
H -0.3103 -4.5624 -0.7460
H 4.3459 -2.7600 -3.3363
H 2.1117 -0.5162 0.2256
H 1.8367 1.3357 -3.6142
H 3.1311 -1.0059 -3.9439
H 4.4687 4.9739 -1.3131
H -2.3516 -2.1129 1.1748
H 5.0844 -5.0770 -2.9077
H 0.5983 4.3531 4.1946
H -4.2271 2.0283 3.1295
H 3.2930 5.3695 -2.6969
H -4.5272 -0.1045 4.3432
H -1.6998 -2.7129 -4.4070
H -1.7648 -0.4826 -3.2161
H -1.0307 -4.7452 -3.0923
H -3.0191 2.1338 0.9595

[2]
# C35H22BrN8O2SSn

C35H22BrN8O2SSn as an isolated structure (ωB97M-V/def2-TZVPD, the Open Molecules 2025 dataset).

**Orbital gap (spin up / spin down)**: 5.17 / 4.56 eV
**Charge**: -1
**E_LUMO (spin up / spin down)**: 2.025 / 1.920 eV

Positions of all 70 atoms, in Å:
Sn 1.1952 1.0065 0.6785
Br -1.7112 2.3789 5.0550
S 1.5250 0.4125 3.6230
O -0.4011 -0.5598 0.7432
O -2.4398 -0.9772 -0.0814
N 1.7051 3.1308 1.9177
N 2.7671 -1.9547 0.2420
N 1.9442 -3.6014 -10.1130
N 1.2300 -2.0055 2.6194
N -1.8335 0.6845 2.8771
N 0.0418 0.9965 -1.5603
N -0.0568 -1.5487 4.5136
N -0.4423 2.5228 0.5323
C -2.9649 3.5765 1.1087
C 0.4256 0.2748 -2.6097
C -3.7821 -0.9938 3.9173
C -2.1140 1.2354 -2.5169
C -2.3519 0.8813 4.0622
C 2.7636 -2.2275 -0.8910
C -0.6064 3.4226 1.5705
C -2.2813 -0.3607 2.1775
C -1.2022 1.4651 -1.4921
C 0.5679 3.7694 2.2994
C -0.2567 -3.6481 3.3454
C 1.2026 -3.6876 -6.6780
C 3.5370 -2.5076 -5.6922
C -1.7135 0.4936 -3.6112
C -0.5765 -2.7431 4.3728
C 2.8477 3.3852 2.5596
C 2.2174 -3.2728 -7.5733
C -2.7680 2.7301 -0.0152
C -3.2641 -1.2178 2.6521
C 2.5142 -2.9153 -4.7734
C 2.0678 -3.4534 -8.9726
C 2.7728 -2.5661 -2.2004
C 0.6092 4.7077 3.3604
C 1.7941 4.9653 3.9891
C -1.8873 3.9372 1.8591
C 2.6451 -2.7239 -3.4168
C -3.3201 0.0828 4.6544
C -1.5151 2.2616 -0.2737
C 0.8644 -1.1271 3.6040
C 0.6838 -3.2136 2.4584
C 1.3390 -3.5216 -5.3302
C 2.9624 4.2913 3.5855
C 3.3863 -2.6816 -7.0370
C -1.6795 -0.6233 0.8100
C -0.4183 -0.0007 -3.6684
H -3.5969 2.4664 -0.6533
H 0.5530 -3.8455 -4.6600
H -3.1217 1.6166 -2.4535
H 3.9130 4.4604 4.0698
H 3.7091 2.8152 2.2244
H -3.6075 -2.0242 2.0202
H 4.1717 -2.3635 -7.7114
H -2.4091 0.2979 -4.4174
H 1.9018 -1.7041 1.9028
H -4.5420 -1.6477 4.3277
H 1.0343 -3.7743 1.6025
H -3.6816 0.3028 5.6476
H -0.2938 5.2123 3.6725
H -0.7212 -4.6166 3.2581
H -0.0651 -0.5896 -4.5031
H -2.0104 4.6088 2.6960
H -1.3187 -3.0215 5.1168
H 4.4384 -2.0544 -5.3006
H 0.3056 -4.1469 -7.0746
H 1.4408 -0.1027 -2.5920
H 1.8305 5.6828 4.7996
H -3.9526 3.9480 1.3467

[3]
# C35H23BrF4N2O2PRu

C35H23BrF4N2O2PRu as an isolated structure at a distorted geometry (ωB97M-V/def2-TZVPD, the Open Molecules 2025 dataset).

**Orbital gap (spin up / spin down)**: 6.45 / 4.38 eV
**Multiplicity**: 6
**Charge**: +2
**E_LUMO (spin up / spin down)**: -5.836 / -9.474 eV

Positions of all 69 atoms, in Å:
Ru 0.4733 -0.5177 -0.2515
Br 0.2797 -2.3018 -1.8636
P -0.8395 0.4734 -1.7245
F -3.2320 0.8771 -3.8482
F -4.6812 -3.5518 -3.4230
F -5.2525 -1.0161 -4.1038
F -2.0622 -4.2261 -2.4513
O 0.8099 0.9469 1.0096
O 3.0861 -0.7484 -0.8486
N 1.0150 -1.5142 2.4543
N 1.5211 -1.3412 1.2487
C -0.6490 -1.6989 6.3029
C 0.3510 0.8403 2.2019
C -2.4843 -2.9485 -2.6694
C 3.4985 -4.5616 0.7993
C 2.5430 -2.3102 0.8795
C -4.1041 -1.3104 -3.4661
C -3.5766 3.6387 0.2634
C -2.3149 2.8251 -1.6510
C -2.5116 1.4602 0.3568
C 1.2305 1.8586 -4.8929
C -3.7817 -2.6076 -3.1528
C 0.1311 1.5297 -2.7868
C 0.3666 1.1027 -4.0782
C 4.2087 -0.2276 -1.5595
C -3.1696 -0.3246 -3.2309
C 0.2857 -0.4737 2.8849
C 1.7333 3.3045 -3.0175
C -1.9171 -0.6477 -2.6390
C -2.0106 1.6174 -0.9650
C -0.0652 2.0123 2.8799
C -0.5544 1.9650 4.1550
C -1.2097 0.6577 6.1914
C -1.5801 -1.9376 -2.3823
C 1.9989 2.9020 -4.3163
C 4.4161 -2.8088 -0.6845
C -3.0757 3.8033 -1.0075
C 0.8002 2.6425 -2.2567
C 2.6538 -3.6127 1.3846
C 3.4077 -1.9716 -0.2367
C 4.3956 -4.1345 -0.1974
C -1.1508 -0.5300 6.8976
C -0.6342 0.7195 4.8389
C -0.3425 -1.7086 4.9220
C -0.2839 -0.4887 4.2351
C -3.3436 2.4502 0.9471
H 4.0596 0.8644 -1.7687
H -0.1366 0.2101 -4.4883
H 5.1339 -0.3562 -1.0368
H 1.1749 1.6761 -5.9779
H -1.5707 -0.5094 7.8975
H 3.4221 -5.5949 1.1218
H -1.9668 3.0200 -2.6438
H 2.8287 3.3196 -4.9473
H 2.0772 -3.8693 2.2694
H 5.1291 -2.5006 -1.4139
H -3.3409 4.6956 -1.6167
H 4.9629 -4.8978 -0.6556
H 4.2430 -0.7026 -2.5542
H -0.9024 2.8384 4.6219
H -1.7505 1.5243 6.5299
H 2.2316 4.1943 -2.6377
H 0.0711 2.9442 2.3317
H -0.1313 -2.6561 4.4356
H -2.3097 0.5863 0.9528
H 0.6857 2.9493 -1.2241
H -3.7549 2.2428 1.8918
H -4.1011 4.4400 0.8182
H -0.4341 -2.5250 6.9463

[4]
# C35H23N5O5Pt

C35H23N5O5Pt as an isolated structure (ωB97M-V/def2-TZVPD, the Open Molecules 2025 dataset).

**Orbital gap (spin up / spin down)**: 5.49 / 6.50 eV
**Multiplicity**: 3
**E_LUMO (spin up / spin down)**: -0.721 / -1.262 eV

Positions of all 69 atoms, in Å:
Pt -0.2881 0.9381 0.3460
O 0.3792 5.3291 4.0920
O 0.9275 3.3864 3.3210
O 9.1514 -0.0105 9.0066
O -4.3888 1.1690 0.9702
O -2.2960 0.7337 0.3769
N 0.1422 4.3199 3.4485
N 1.7389 1.0630 0.4738
N 3.8905 -0.5701 5.2877
N 5.2106 0.6069 3.9423
N 0.2626 -0.6987 1.9699
C -0.0319 6.0199 -3.0753
C -3.6576 3.8080 1.6508
C 8.8782 -0.3894 10.3462
C 5.0698 -0.0094 5.1569
C -0.5035 5.1061 -2.1531
C 1.5833 5.2848 -0.9335
C 8.1204 -0.0292 8.1272
C 1.4629 -0.3049 2.4545
C -0.5512 2.9476 0.7267
C 1.0551 -1.4559 4.5220
C 5.8306 -0.3503 7.4771
C -0.1904 3.8330 -0.0912
C 6.8101 -0.3614 8.4601
C -0.5374 -1.4048 2.7418
C 2.4796 1.7778 -0.3578
C -1.3609 2.9407 2.0223
C 4.0298 0.4238 3.2599
C -1.1340 4.1976 2.7811
C 3.8150 2.0783 -0.0905
C -0.1840 -1.7929 4.0411
C -3.2768 5.0561 2.2070
C 3.2396 -0.2998 4.1082
C 0.2957 4.7261 -1.0564
C 1.9153 -0.6983 3.7148
C 7.4532 0.3168 5.8491
C -2.0188 5.2309 2.7981
C 4.3666 1.6574 1.0924
C 3.5990 0.8899 1.9768
C -2.7851 2.7744 1.5813
C 2.2878 0.5630 1.6105
C 1.2373 6.5753 -2.9354
C 8.4381 0.3116 6.8135
C -3.2093 1.4661 0.9457
C 6.1348 -0.0110 6.1671
C 2.0391 6.2020 -1.8618
H -1.7480 6.1541 3.2905
H 1.5982 7.2949 -3.6583
H 4.8089 -0.6075 7.7239
H -1.0356 2.0814 2.6120
H -1.4908 -1.6841 2.3090
H -3.9772 5.8801 2.2025
H 9.8276 -0.3465 10.8705
H 2.2018 4.9939 -0.0930
H 3.0246 6.6356 -1.7466
H 8.1736 0.3004 10.8161
H 8.4822 -1.4060 10.3954
H -0.8833 -2.3626 4.6371
H 1.3862 -1.7501 5.5093
H 7.7330 0.5576 4.8299
H -0.6586 6.3077 -3.9099
H -4.6613 3.6561 1.2764
H 6.5401 -0.6209 9.4728
H 6.0040 1.1468 3.6483
H 4.3800 2.6640 -0.8014
H 5.3871 1.9216 1.3422
H -1.4914 4.6757 -2.2532
H 1.9771 2.1478 -1.2404
H 9.4630 0.5605 6.5737

[5]
# C35H24N4O4Ti

C35H24N4O4Ti as an isolated structure (ωB97M-V/def2-TZVPD, the Open Molecules 2025 dataset).

**Orbital gap**: 7.69 eV
**E_LUMO**: -0.622 eV

Positions of all 68 atoms, in Å:
Ti -0.3064 1.1351 0.6914
O -3.0387 -0.4412 -1.9180
O -2.0956 2.0563 1.6933
O 0.0041 2.7086 -0.2661
O 0.1055 0.6594 2.5318
N 2.3084 0.4776 1.9528
N -2.2478 0.8268 -0.1348
N 0.1082 -0.4873 -0.1157
N 1.7971 1.2269 0.8951
C 0.1994 0.3849 -2.9297
C -5.3340 2.0504 1.4601
C 1.7606 0.4246 -4.7565
C 0.9246 -4.5593 0.6936
C -4.3156 1.4884 0.7194
C 0.5181 -2.7279 -0.8114
C 0.5720 -5.4588 -0.3047
C 0.4379 -1.2620 -1.0552
C 1.6541 4.5802 -2.8760
C 2.7900 -1.1347 4.2423
C 2.4010 -0.6875 -4.2313
C 1.5398 -0.5771 3.9797
C 2.2794 2.6967 -0.9361
C 0.8451 -0.7240 -2.3902
C 0.4865 -0.7851 4.8619
C 1.9371 -1.2693 -3.0595
C 0.8915 -3.1972 0.4444
C -2.8403 1.5260 0.8449
C 1.9266 -2.0998 6.2673
C 0.6830 -1.5452 6.0060
C -5.8414 0.4331 -0.8165
C -6.6353 1.7890 1.0382
C 2.9632 4.1063 -2.7748
C 3.2697 3.1820 -1.7999
C 2.9799 -1.8944 5.3835
C 0.6499 0.9528 -4.1092
C -3.2223 0.2482 -0.9496
C 0.9621 3.1652 -1.0666
C -6.8817 0.9935 -0.0785
C -4.5571 0.6978 -0.3929
C 0.1772 -3.6306 -1.8142
C 0.6599 4.1264 -2.0324
C 0.1950 -4.9934 -1.5567
C 1.3220 0.2245 2.7539
C 2.6516 1.7954 0.1273
H -7.4696 2.2085 1.5847
H -0.1367 -1.7060 6.6941
H 3.7302 4.4680 -3.4453
H 2.0783 -2.6935 7.1597
H 4.2842 2.8174 -1.6908
H -0.4777 -0.3485 4.6428
H 2.1213 0.8780 -5.6709
H -0.3563 4.4881 -2.1085
H 3.6012 -0.9669 3.5473
H 3.9495 -2.3295 5.5883
H -0.1173 -3.2616 -2.7889
H -0.0873 -5.6902 -2.3353
H -7.9064 0.8085 -0.3742
H -0.6692 0.7904 -2.4291
H 2.4402 -2.1383 -2.6533
H 1.4130 5.3188 -3.6306
H 0.1382 1.8139 -4.5180
H 3.7064 1.6185 0.3272
H -5.1310 2.6654 2.3261
H 3.2635 -1.1059 -4.7339
H 0.5900 -6.5229 -0.1071
H 1.1547 -2.4862 1.2184
H -6.0273 -0.1879 -1.6824
H 1.2240 -4.9193 1.6695

[6]
# C35H24N4O7PSV

C35H24N4O7PSV as an isolated structure (ωB97M-V/def2-TZVPD, the Open Molecules 2025 dataset).

**Orbital gap (spin up / spin down)**: 6.78 / 7.19 eV
**Multiplicity**: 2
**Charge**: +1
**E_LUMO (spin up / spin down)**: -4.579 / -4.179 eV

Positions of all 73 atoms, in Å:
V 0.1067 -0.0319 0.2535
S 1.9767 -2.1030 6.9060
P 1.5284 -1.5252 -1.0144
O -0.9758 -1.6085 0.4426
O -2.4682 1.8611 0.8950
O -7.1037 -0.4515 0.5823
O -1.3219 -4.2028 -0.1379
O -1.1933 0.7978 -0.6302
O -3.0685 -5.0596 0.7821
O -7.1277 -2.6093 0.6080
N 0.4628 0.0161 2.3347
N -2.4290 -4.1234 0.3587
N 0.2984 -0.1088 7.3374
N -6.5652 -1.5372 0.5745
C 1.8508 -5.5715 -1.0732
C -0.5729 0.0739 3.1854
C 1.7630 -3.5481 0.8275
C 2.8519 3.2155 0.3203
C 1.6820 -0.2906 2.8232
C 5.3705 -0.3193 -1.8385
C -0.4254 -0.1590 4.5368
C 4.2535 -1.1776 -1.7289
C 5.3070 0.9703 -1.3819
C -3.0256 -0.3935 0.3489
C 3.1162 -0.7091 -1.1304
C -0.8084 -1.0558 -4.9020
C 1.0130 -0.8551 6.4807
C -4.4060 -0.3592 0.4267
C 3.0399 0.6035 -0.6086
C -0.5078 -2.1202 -2.7681
C 1.1062 -0.4950 -3.5630
C 1.8929 -0.5803 4.1506
C -2.2992 -1.6081 0.3880
C -2.2489 0.8777 0.2472
C 1.8954 -4.8649 1.2293
C 1.7737 2.3137 0.5146
C 1.8525 1.0209 0.0561
C -4.4369 -2.7656 0.4852
C 1.6748 -3.2402 -0.5292
C 0.8240 -0.5109 5.0357
C 4.0065 2.8016 -0.2794
C 1.9361 -5.8752 0.2769
C -5.0931 -1.5521 0.4963
C -3.0605 -2.7909 0.4106
C 0.3604 -0.3307 -4.7203
C -1.2410 -1.9498 -3.9295
C 0.6754 -1.3965 -2.5916
C 4.1368 1.4729 -0.7594
C 1.7175 -4.2534 -1.4831
H -1.5429 0.3173 2.7711
H 2.0188 0.0701 -3.4191
H 1.9543 -5.1055 2.2822
H 2.8742 -0.8608 4.5054
H 1.6392 -4.0197 -2.5372
H -1.3865 -0.9252 -5.8072
H -4.9409 0.5808 0.4277
H -0.8405 -2.8103 -2.0005
H 6.2767 -0.6838 -2.3024
H -4.9920 -3.6914 0.5299
H 2.4951 -0.3025 2.1106
H 1.8796 -6.3628 -1.8099
H 6.1628 1.6254 -1.4910
H -0.1422 0.7509 7.0545
H 2.0269 -6.9064 0.5910
H 4.8367 3.4872 -0.3974
H -2.1517 -2.5146 -4.0783
H 0.3927 -0.2955 8.3230
H 0.6937 0.3624 -5.4807
H 0.8879 2.6735 1.0318
H 2.7584 4.2342 0.6725
H 4.3007 -2.1859 -2.1225
H -1.2923 -0.1142 5.1821
H 1.7105 -2.7625 1.5723